(1)
{"formula": "C4H7N3O", "method": "ωB97M-V/def2-TZVPD", "total_energy_ev": -10777.069, "smiles": "Nc1c(O)ccn1N", "homo_energy_ha": -0.2879, "species": ["N", "C", "C", "O", "C", "C", "N", "N", "H", "H", "H", "H", "H", "H", "H"], "xyz": [[-0.32398, 1.95190, -0.02744], [0.07930, 0.61513, 0.06256], [1.24828, -0.11646, 0.00582], [2.51166, 0.49927, -0.02413], [0.94877, -1.46020, 0.00521], [-0.45246, -1.60857, -0.06518], [-0.94602, -0.41064, 0.03284], [-2.23489, 0.03898, -0.15553], [0.07298, 2.41318, -0.91576], [0.09695, 2.34717, 0.84612], [3.07390, -0.27507, -0.17787], [1.67129, -2.22479, -0.04593], [-0.97231, -2.62823, -0.07464], [-1.99472, 1.03529, -0.19229], [-2.77875, -0.17696, 0.72623]], "nbo_charge": [-0.8540, 0.1112, 0.2195, -0.6744, -0.4038, -0.0299, -0.1613, -0.6371, 0.3905, 0.3928, 0.4744, 0.2118, 0.2256, 0.3890, 0.3458]}



(2)
{"formula": "C4H7N3O", "method": "ωB97M-V/def2-TZVPD", "total_energy_ev": -10774.297, "smiles": "N#CC(CO)=C(N)N", "homo_energy_ha": -0.3071, "species": ["N", "C", "C", "C", "O", "C", "N", "N", "H", "H", "H", "H", "H", "H", "H"], "xyz": [[-2.41848, -1.78199, -0.15578], [-1.14197, -1.46477, -0.15106], [0.00808, -0.64770, -0.00130], [1.36467, -1.07104, 0.29761], [2.66973, -0.39170, -0.27470], [-0.61732, 0.55914, 0.07943], [-1.88340, 0.71690, -0.00882], [0.09522, 1.78806, -0.10374], [1.93948, -1.15732, 1.39873], [1.63916, -2.05091, 0.15320], [2.76519, -0.78912, -1.14663], [-2.68842, -0.01490, -0.18415], [-2.41921, 1.78084, -0.07956], [1.17184, 1.91518, -0.02995], [-0.48458, 2.60935, 0.20671]], "nbo_charge": [-0.4947, 0.3555, -0.4283, -0.0972, -0.7597, 0.4707, -0.7846, -0.8220, 0.1979, 0.2120, 0.4589, 0.4799, 0.3964, 0.4357, 0.3794]}



(3)
{"formula": "C4H7N3O", "method": "ωB97M-V/def2-TZVPD", "total_energy_ev": -10779.200, "smiles": "NCC1=NCC(=O)N1", "homo_energy_ha": -0.3535, "species": ["N", "C", "C", "N", "C", "C", "O", "N", "H", "H", "H", "H", "H", "H", "H"], "xyz": [[-2.27260, -0.95548, -0.06829], [-1.74751, 0.39698, -0.07070], [-0.22644, 0.41980, -0.00480], [0.47646, 1.47065, 0.00689], [1.81213, 1.01585, -0.00704], [1.81720, -0.47510, -0.04203], [2.72542, -1.25844, -0.07563], [0.47139, -0.73338, 0.10267], [-2.12261, -1.35385, 0.84685], [-1.67087, -1.50650, -0.69444], [-2.07958, 1.02303, 0.75933], [-2.02767, 0.94300, -0.97577], [2.32511, 1.31976, 0.87233], [2.43778, 1.33659, -0.86680], [0.08180, -1.64291, 0.21743]], "nbo_charge": [-0.7975, -0.2752, 0.4140, -0.4582, -0.3663, 0.6675, -0.5676, -0.6472, 0.3496, 0.3438, 0.2285, 0.2231, 0.2378, 0.2354, 0.4124]}



(4)
{"formula": "C4H7N3O", "method": "ωB97M-V/def2-TZVPD", "total_energy_ev": -10771.909, "homo_energy_ha": -0.3080, "species": ["C", "C", "C", "C", "H", "H", "H", "H", "H", "H", "H", "N", "N", "N", "O"], "xyz": [[-0.79035, -0.52885, -0.53729], [-1.96417, 0.47296, -0.22814], [-1.12833, 1.68731, -0.03076], [0.35837, 0.18217, 0.32343], [-0.76853, 0.11489, -2.65133], [-1.26298, -1.58946, -2.19966], [-0.95102, -1.61699, -0.06693], [-2.93943, 0.36724, -0.53991], [-1.66385, 2.51931, 0.06278], [2.25667, 0.62034, 0.76295], [2.06534, -1.08878, 2.47381], [-0.46502, -0.81049, -1.92187], [0.10963, 1.39262, 0.65661], [1.67706, -0.26795, 0.52774], [1.89489, -1.55092, 1.26968]], "nbo_charge": [-0.1552, -0.2432, -0.0204, 0.4188, 0.3609, 0.3626, 0.2160, 0.2044, 0.1826, 0.3839, 0.4330, -0.7975, -0.4802, -0.3473, -0.5184]}



(5)
{"formula": "C4H7N3O", "method": "ωB97M-V/def2-TZVPD", "total_energy_ev": -10774.957, "smiles": "[H]/N=C1/CC=CN(N)O1", "homo_energy_ha": -0.3184, "species": ["H", "N", "C", "C", "C", "C", "N", "N", "O", "H", "H", "H", "H", "H", "H"], "xyz": [[1.59756, -0.51063, -2.64443], [0.74108, -0.84819, -2.37740], [0.46155, -0.63684, -1.15259], [-0.80165, -1.17539, -0.64259], [-1.46744, 0.11218, -0.12257], [-0.87332, 0.85223, 0.75475], [0.34912, 0.37569, 1.14665], [1.13911, 1.00141, 2.00768], [1.18735, 0.12444, -0.30063], [-0.53966, -1.85926, 0.15414], [-1.26613, -1.78055, -1.34377], [-2.32888, 0.22095, -0.78405], [-1.17407, 1.75064, 1.18646], [1.80778, 0.31739, 2.26497], [1.16760, 2.05593, 1.85340]], "nbo_charge": [0.3355, -0.7217, 0.5638, -0.5166, -0.1498, -0.0985, -0.0193, -0.5997, -0.4823, 0.2339, 0.2437, 0.2330, 0.2004, 0.4087, 0.3689]}



(6)
{"formula": "C4H7N3O2", "method": "ωB97M-V/def2-TZVPD", "total_energy_ev": -12825.899, "smiles": "N#C[C@@H]1CN1C(N)=O.O", "homo_energy_ha": -0.3845, "species": ["N", "C", "C", "C", "N", "C", "N", "O", "H", "H", "H", "H", "H", "O", "H", "H"], "xyz": [[1.53107, -1.29456, 0.33624], [0.94843, -0.57263, -0.35993], [0.28539, 0.42033, -1.19371], [0.73079, 1.85131, -1.10104], [-0.54204, 1.44604, -0.57484], [-0.82781, 1.49805, 0.80986], [-1.62712, 0.50026, 1.22374], [-0.41592, 2.40595, 1.51129], [-0.08057, 0.02541, -2.14364], [0.69965, 2.45780, -2.00710], [1.51757, 2.08922, -0.38201], [-1.90698, 0.46056, 2.19274], [-2.01827, -0.17119, 0.57821], [0.50484, -4.07537, 0.24969], [-0.16137, -3.37921, 0.36152], [1.36235, -3.66196, 0.49898]], "nbo_charge": [-0.3220, 0.2710, -0.1890, -0.1904, -0.4242, 0.7684, -0.8212, -0.6076, 0.2456, 0.2180, 0.2316, 0.4170, 0.4004, -0.9484, 0.4641, 0.4866]}



(7)
{"formula": "C4H7N3O2", "method": "ωB97M-V/def2-TZVPD", "total_energy_ev": -12824.378, "smiles": "NN1CC=N[C@@H]1C(=O)O", "homo_energy_ha": -0.3149, "species": ["N", "N", "C", "C", "N", "C", "C", "O", "O", "H", "H", "H", "H", "H", "H", "H"], "xyz": [[-1.25640, -1.37914, 0.94046], [-0.47523, -0.56030, 0.13490], [-1.22464, 0.39920, -0.66740], [-0.33310, 1.59202, -0.58382], [0.67580, 1.47417, 0.19641], [0.72961, 0.11959, 0.66043], [2.02266, -0.34489, -0.05152], [3.06572, -0.06751, 0.43804], [1.79336, -0.82502, -1.29006], [-0.61689, -2.00332, 1.44752], [-2.07190, -1.00412, 1.35670], [-2.08819, 0.76536, -0.25609], [-1.37294, 0.21144, -1.70029], [-0.38319, 2.57923, -1.00190], [0.66817, -0.09757, 1.72056], [0.86715, -0.85913, -1.34395]], "nbo_charge": [-0.6855, -0.3168, -0.3024, 0.0996, -0.3746, -0.0513, 0.7736, -0.5432, -0.6588, 0.3775, 0.3562, 0.2020, 0.2095, 0.2140, 0.2139, 0.4863]}



(8)
{"formula": "C4H7N3O2", "method": "ωB97M-V/def2-TZVPD", "total_energy_ev": -12821.823, "smiles": "[H]/N=C1\\NN[C@@H]2[C@H](O)[C@@H]2O1", "homo_energy_ha": -0.3369, "species": ["H", "N", "C", "N", "N", "C", "C", "O", "C", "O", "H", "H", "H", "H", "H", "H"], "xyz": [[0.37138, -1.65385, 2.90074], [0.98939, -1.47067, 2.11625], [0.35278, -0.75686, 1.32528], [-0.97113, -0.32282, 1.51328], [-1.49969, -0.01619, 0.08514], [-0.78822, 1.12320, -0.54282], [0.19756, 1.10148, -1.70326], [0.32718, -0.08485, -2.50449], [0.74678, 0.87037, -0.27300], [1.02988, -0.40220, 0.06440], [-1.38763, -1.26256, 1.64611], [-2.51074, 0.28252, 0.22324], [-1.32968, 1.96391, -0.23502], [0.61556, 2.04769, -2.18864], [-0.54388, -0.52955, -2.24842], [1.24516, 1.68687, 0.58282]], "nbo_charge": [0.3371, -0.6552, 0.6551, -0.4966, -0.4975, -0.1705, 0.0667, -0.6783, 0.0707, -0.4842, 0.3844, 0.3714, 0.2078, 0.2238, 0.4830, 0.1824]}



(9)
{"formula": "C4H7N3O2", "method": "ωB97M-V/def2-TZVPD", "total_energy_ev": -12818.437, "homo_energy_ha": -0.3242, "species": ["C", "C", "C", "C", "H", "H", "H", "H", "H", "H", "H", "N", "N", "N", "O", "O"], "xyz": [[2.52264, -0.41317, -0.11312], [1.23282, 0.13765, 0.37491], [-0.16957, -1.58151, -0.10772], [-1.34202, 1.09347, 0.07221], [3.28997, 0.22642, -0.64633], [3.12357, -1.04020, 0.71057], [2.32696, -1.08819, -0.98601], [1.49281, 0.52450, 1.26527], [0.22886, -2.58327, -0.15011], [-3.35619, -0.19776, 0.38381], [-2.18767, 1.73526, 0.52516], [-1.43103, -1.33876, -0.52347], [-2.07074, -0.11550, -0.07100], [-0.22116, 1.81424, 0.00068], [0.04372, -0.57650, 0.80686], [0.91614, 1.13710, -0.59480]], "nbo_charge": [-0.6706, 0.3255, 0.2876, 0.2349, 0.2693, 0.2199, 0.2136, 0.1545, 0.2202, 0.4679, 0.1796, -0.2674, -0.5140, -0.2193, -0.4974, -0.4044]}



(10)
{"formula": "C4H7N3O4S", "method": "ωB97M-V/def2-TZVPD", "total_energy_ev": -27753.934, "homo_energy_ha": -0.3680, "species": ["C", "C", "C", "C", "N", "N", "N", "O", "O", "O", "O", "S", "H", "H", "H", "H", "H", "H", "H"], "xyz": [[0.12005, 1.68324, -0.26393], [0.31687, -0.87774, -0.25378], [0.61811, 0.42938, 0.50887], [-1.99488, 1.08375, 0.76265], [-1.13440, 2.02416, 0.03438], [-0.85684, -1.42196, -0.06170], [1.40576, -1.44356, -0.75985], [-3.28971, -1.32380, 0.42488], [0.85648, 2.30530, -1.02586], [-3.31113, 1.25862, 0.23485], [-2.35043, -0.28098, -1.66754], [-2.58964, -0.25412, -0.24116], [1.65496, 0.61009, 0.44548], [0.41925, 0.34886, 1.51218], [-1.96542, 1.18592, 1.83659], [-1.71488, 2.91740, -0.31522], [-1.00415, -2.30399, -0.48825], [2.09324, -0.77624, -0.91116], [1.29328, -2.17312, -1.35826]], "nbo_charge": [0.6861, 0.5302, -0.5705, -0.0248, -0.6383, -0.7572, -0.7491, -0.8993, -0.6041, -0.6752, -0.8898, 2.2895, 0.2371, 0.2450, 0.2070, 0.4467, 0.3740, 0.3996, 0.3931]}



Orbital gap per entry: 8.64; 8.78; 10.18; 8.27; 9.32; 10.93; 9.16; 9.80; 8.64; 10.37 eV
Max |F| per entry: 3.87; 11.12; 2.42; 8.46; 5.28; 1.52; 3.13; 5.03; 8.69; 3.91 eV Å⁻¹
ΔE to the lowest compared entry with this formula, charge and spin per entry: 61.8; 125.7; 12.6; 180.7; 110.5; 37.6; 72.7; 131.6; 209.7; 50.1 kcal/mol